Entry from OMol25: a 2-piece molecular cluster, H4O2 overall (the ωB97M-V functional and the def2-TZVPD basis).

Structure (XYZ):
```
6
Properties=species:S:1:pos:R:3:forces:R:3:nbo_charge:R:1
H 0.0827 0.7199 2.2276 -0.4377 0.4077 2.5614 0.46
H 0.9248 0.1012 1.2265 2.2171 -1.3511 -0.3636 0.45
H -0.3805 -1.1449 -2.1140 0.3195 0.7187 1.1072 0.47
H 0.2710 -0.8453 -0.7006 -0.3234 -0.0939 -0.3892 0.47
O 0.1701 0.6166 1.3188 -1.6657 0.9860 -2.0323 -0.92
O -0.2824 -0.4705 -1.3987 -0.1099 -0.6673 -0.8834 -0.94
```
Forces are in eV/Å.

Output
ΔE to the lowest compared entry with this formula, charge and spin (eV): 0.438
Structure (SMILES): O.O
HOMO-LUMO gap (eV): 12.0475
Largest force on an atom (eV/A): 2.81
2S+1: 1